C80H61FGeN3O4P3PbS as an isolated structure. Source: the Open Molecules 2025 dataset; level of theory: ωB97M-V with the def2-TZVPD basis set.

Properties
total charge	+2
electronic energy	-7341.98586	a.u.
LUMO	-0.1733	Eh
E_HOMO	-11.71	eV
Kohn-Sham gap	7.0	eV

Positions of all 155 atoms, in Å:
Pb (0.178, -1.601, -0.311)
F (-1.693, 0.458, -1.114)
Ge (-3.072, 0.472, -0.052)
C (-3.772, 2.176, -0.725)
C (-5.133, 2.238, -1.033)
C (-5.745, 3.396, -1.489)
C (-4.990, 4.544, -1.661)
C (-3.637, 4.511, -1.374)
C (-3.016, 3.344, -0.890)
P (-1.263, 3.714, -0.734)
C (-0.631, 3.868, -2.393)
C (-1.126, 2.946, -3.323)
C (-0.593, 2.901, -4.599)
C (0.428, 3.773, -4.959)
C (0.910, 4.699, -4.046)
C (0.384, 4.753, -2.764)
C (-1.165, 5.162, 0.318)
C (-2.202, 5.339, 1.243)
C (-2.148, 6.379, 2.156)
C (-1.063, 7.243, 2.161)
C (-0.012, 7.047, 1.276)
C (-0.055, 6.009, 0.361)
C (-2.872, 0.710, 1.880)
C (-4.024, 1.359, 2.353)
C (-4.237, 1.567, 3.707)
C (-3.291, 1.133, 4.620)
C (-2.134, 0.524, 4.168)
C (-1.902, 0.291, 2.807)
P (-0.282, -0.443, 2.363)
C (0.927, 0.831, 2.869)
C (0.559, 2.070, 3.390)
C (1.531, 2.985, 3.774)
C (2.877, 2.674, 3.645)
C (3.252, 1.463, 3.081)
C (2.286, 0.556, 2.672)
C (-0.075, -1.826, 3.556)
C (-1.144, -2.409, 4.237)
C (-0.945, -3.527, 5.036)
C (0.317, -4.094, 5.150)
C (1.381, -3.538, 4.457)
C (1.185, -2.419, 3.660)
C (-4.192, -1.054, -0.557)
C (-5.480, -0.970, -0.010)
C (-6.428, -1.961, -0.219)
C (-6.102, -3.061, -0.990)
C (-4.835, -3.166, -1.542)
C (-3.858, -2.194, -1.326)
P (-2.208, -2.362, -2.121)
C (-2.657, -1.832, -3.823)
C (-3.167, -0.546, -4.008)
C (-3.468, -0.081, -5.279)
C (-3.266, -0.895, -6.388)
C (-2.771, -2.177, -6.213)
C (-2.466, -2.645, -4.939)
C (-1.734, -4.114, -2.250)
C (-0.511, -4.308, -2.908)
C (0.130, -5.537, -2.875)
C (-0.432, -6.590, -2.165)
C (-1.635, -6.408, -1.501)
C (-2.282, -5.178, -1.534)
H (-5.732, 1.340, -0.940)
H (-6.805, 3.399, -1.711)
H (-5.443, 5.459, -2.020)
H (-3.057, 5.416, -1.520)
H (-1.917, 2.257, -3.048)
H (-0.971, 2.176, -5.309)
H (0.843, 3.735, -5.958)
H (1.699, 5.386, -4.328)
H (0.763, 5.494, -2.079)
H (-3.049, 4.665, 1.252)
H (-2.953, 6.510, 2.868)
H (-1.025, 8.060, 2.871)
H (0.854, 7.695, 1.305)
H (0.793, 5.860, -0.288)
H (-4.767, 1.725, 1.654)
H (-5.137, 2.066, 4.043)
H (-3.448, 1.274, 5.682)
H (-1.385, 0.215, 4.888)
H (-0.483, 2.339, 3.502)
H (1.230, 3.942, 4.181)
H (3.631, 3.381, 3.966)
H (4.300, 1.223, 2.944)
H (2.600, -0.346, 2.165)
H (-2.144, -2.008, 4.144)
H (-1.785, -3.960, 5.567)
H (0.467, -4.968, 5.772)
H (2.370, -3.978, 4.518)
H (2.031, -2.038, 3.107)
H (-5.753, -0.120, 0.607)
H (-7.416, -1.866, 0.212)
H (-6.836, -3.837, -1.169)
H (-4.605, -4.017, -2.171)
H (-3.343, 0.099, -3.155)
H (-3.870, 0.918, -5.404)
H (-3.504, -0.534, -7.381)
H (-2.628, -2.825, -7.070)
H (-2.088, -3.652, -4.819)
H (-0.047, -3.480, -3.441)
H (1.073, -5.667, -3.392)
H (0.076, -7.545, -2.115)
H (-2.069, -7.224, -0.934)
H (-3.194, -5.053, -0.968)
O (1.517, 3.391, 0.910)
C (1.015, 2.728, 0.071)
O (-0.401, 2.598, 0.002)
C (1.706, 2.004, -1.034)
C (3.094, 2.199, -1.194)
C (3.690, 1.626, -2.279)
C (2.903, 0.890, -3.198)
C (3.415, 0.341, -4.402)
C (2.601, -0.375, -5.232)
C (1.241, -0.600, -4.895)
C (0.719, -0.078, -3.750)
C (1.537, 0.700, -2.889)
N (0.961, 1.268, -1.806)
H (3.645, 2.774, -0.461)
H (4.757, 1.729, -2.446)
H (4.455, 0.514, -4.658)
H (2.989, -0.774, -6.160)
H (0.610, -1.174, -5.564)
H (-0.324, -0.214, -3.478)
C (5.750, -5.538, -4.421)
C (5.040, -4.890, -3.260)
C (5.354, -5.251, -1.955)
C (4.740, -4.638, -0.874)
C (3.796, -3.649, -1.107)
C (3.453, -3.276, -2.399)
C (4.082, -3.896, -3.467)
S (2.975, -2.903, 0.252)
O (3.694, -3.205, 1.458)
O (2.796, -1.482, -0.073)
N (1.470, -3.435, 0.231)
C (0.987, -4.560, 0.904)
C (1.715, -5.675, 1.232)
C (1.119, -6.760, 1.911)
C (-0.194, -6.732, 2.272)
C (-0.975, -5.592, 1.966)
C (-2.333, -5.482, 2.337)
C (-3.022, -4.336, 2.071)
C (-2.356, -3.295, 1.408)
N (-1.110, -3.373, 0.998)
C (-0.392, -4.506, 1.282)
H (5.776, -6.623, -4.309)
H (6.785, -5.194, -4.471)
H (5.267, -5.299, -5.368)
H (6.097, -6.021, -1.780)
H (5.002, -4.906, 0.143)
H (2.709, -2.503, -2.561)
H (3.827, -3.607, -4.479)
H (2.764, -5.719, 0.969)
H (1.725, -7.625, 2.149)
H (-0.650, -7.564, 2.794)
H (-2.808, -6.311, 2.851)
H (-4.057, -4.211, 2.364)
H (-2.881, -2.367, 1.212)

Atomic forces in eV per Å
0.2 0.1 -0.2
0.6 -0.2 0.0
-0.3 0.2 -0.2
-0.2 -0.1 0.2
0.0 -0.1 -0.1
0.0 0.0 0.0
0.1 0.0 0.0
0.0 -0.2 0.0
-0.2 0.2 -0.3
0.1 0.2 0.2
0.0 0.2 -0.1
0.0 0.1 0.0
0.0 0.0 0.0
0.0 0.0 0.0
0.0 0.0 0.0
-0.1 -0.1 0.0
0.0 0.0 0.0
0.1 0.1 0.0
0.0 0.0 0.0
0.0 0.0 0.0
0.0 0.0 0.0
-0.1 0.0 0.0
0.1 -0.1 0.0
0.2 -0.1 0.1
-0.1 0.0 -0.1
0.0 0.0 0.1
0.1 0.0 0.0
-0.1 0.1 0.0
-0.2 -0.1 0.3
0.0 0.1 -0.1
0.0 -0.1 0.2
0.0 -0.1 0.1
-0.1 0.0 0.0
0.0 0.0 0.0
0.0 0.1 -0.1
0.1 0.0 -0.1
0.0 0.0 0.0
0.0 0.0 0.0
0.0 0.0 0.0
0.0 0.0 0.0
0.0 0.0 0.0
-0.1 -0.3 0.2
0.1 -0.1 0.0
-0.1 0.1 0.1
0.0 -0.1 -0.1
0.0 0.1 -0.1
-0.2 0.2 0.1
-0.5 0.2 -0.2
0.1 -0.2 -0.1
0.0 0.0 0.0
0.0 0.0 0.0
0.0 0.0 0.0
0.0 0.0 0.0
0.0 0.1 0.0
0.1 0.0 0.2
0.0 0.0 0.0
0.0 0.0 0.0
0.0 0.0 0.0
0.0 0.0 0.0
0.1 0.0 0.0
0.0 0.1 0.0
0.1 0.0 0.0
0.0 0.0 0.0
0.0 0.0 0.0
0.1 0.0 0.0
0.0 0.0 0.0
0.0 0.0 0.0
-0.1 0.0 0.0
0.0 0.0 -0.1
0.0 0.1 0.0
0.0 0.0 0.0
0.0 0.0 0.0
0.0 0.0 0.0
0.0 0.0 0.1
0.0 0.0 0.0
0.0 0.0 0.0
0.0 0.0 0.0
0.0 0.0 0.0
0.0 0.0 0.0
0.0 0.0 0.0
0.0 0.0 0.0
0.0 0.0 0.0
0.0 0.0 0.0
0.0 0.0 0.0
0.0 0.0 0.0
0.0 0.0 0.0
0.0 0.0 0.0
0.0 0.0 0.0
0.0 -0.1 0.0
0.0 0.0 0.0
0.0 0.0 0.0
0.0 0.0 0.0
0.0 0.0 0.0
0.0 0.0 0.0
0.0 0.0 0.0
0.0 0.0 0.0
0.0 0.0 0.0
0.0 0.0 0.0
0.0 0.0 0.0
0.0 0.0 0.0
0.0 0.0 0.0
0.0 0.0 0.0
-0.1 0.2 -0.2
0.2 -0.1 -0.2
-0.4 -0.2 0.2
0.2 0.0 0.2
0.1 -0.1 0.1
0.0 0.0 -0.1
0.1 0.0 0.0
0.0 0.0 0.0
0.0 0.0 0.1
0.1 -0.1 -0.1
-0.1 0.0 0.1
0.0 -0.1 -0.1
-0.1 -0.1 -0.1
0.0 0.0 0.0
-0.1 0.0 0.0
-0.1 0.0 0.0
0.0 0.0 0.0
0.0 0.0 0.0
0.1 0.1 0.0
0.0 0.0 0.1
0.1 0.0 -0.2
0.0 -0.1 0.1
0.0 0.0 0.0
0.1 -0.1 0.0
0.1 -0.1 -0.1
-0.1 0.0 0.1
-0.1 0.1 0.2
0.0 -0.1 0.0
0.1 0.0 -0.1
-0.2 -0.1 0.3
0.0 0.2 -0.1
0.1 0.0 0.0
0.1 0.0 0.0
-0.1 0.0 0.0
-0.1 0.0 0.0
0.0 -0.1 0.0
-0.1 0.1 0.0
0.1 0.0 -0.1
0.1 -0.1 0.1
0.0 0.2 -0.1
0.0 0.0 0.0
0.0 0.0 0.0
0.0 0.0 0.0
0.0 0.0 0.0
0.0 0.0 -0.1
0.0 0.1 0.0
0.0 0.0 0.0
0.0 0.0 0.0
0.0 0.0 0.0
0.0 0.0 0.0
0.0 0.0 0.0
0.0 0.0 0.0
0.0 0.0 0.0

---

C38H45BHfN12S2 as an isolated structure. Source: the Open Molecules 2025 dataset; level of theory: ωB97M-V with the def2-TZVPD basis set.

Properties
total charge	0
electronic energy	-3001.64467	a.u.
LUMO	-0.0215	Eh
E_HOMO	-7.33	eV
Kohn-Sham gap	6.7	eV

Positions of all 99 atoms, in Å:
Hf (-0.348, -0.622, 0.387)
C (1.680, -2.311, -2.679)
C (2.171, -1.058, -2.029)
C (3.342, -0.433, -2.445)
C (3.460, 0.701, -1.676)
C (4.511, 1.758, -1.748)
N (2.424, 0.731, -0.830)
N (1.603, -0.356, -1.028)
B (2.050, 1.948, 0.015)
N (1.877, 1.447, 1.498)
N (1.470, 0.154, 1.778)
C (1.960, -0.151, 2.993)
C (1.919, -1.462, 3.708)
C (2.630, 0.956, 3.513)
C (2.576, 1.931, 2.544)
C (3.219, 3.274, 2.623)
N (0.871, 2.660, -0.709)
N (0.454, 2.150, -1.903)
C (-0.283, 3.074, -2.481)
C (-0.867, 2.817, -3.833)
C (-0.351, 4.228, -1.671)
C (0.419, 3.931, -0.567)
C (0.768, 4.807, 0.586)
H (2.481, -2.685, -3.318)
H (0.810, -2.111, -3.303)
H (1.410, -3.087, -1.972)
H (4.010, -0.771, -3.219)
H (5.254, 1.470, -2.489)
H (5.011, 1.893, -0.789)
H (4.084, 2.718, -2.039)
H (2.973, 2.712, 0.063)
H (1.839, -2.307, 3.040)
H (1.087, -1.511, 4.410)
H (2.843, -1.553, 4.279)
H (3.136, 1.013, 4.462)
H (3.717, 3.363, 3.586)
H (2.490, 4.077, 2.543)
H (3.959, 3.413, 1.835)
H (-0.694, 1.775, -4.101)
H (-0.404, 3.460, -4.585)
H (-1.942, 3.000, -3.856)
H (-0.849, 5.162, -1.877)
H (0.386, 5.811, 0.410)
H (1.850, 4.876, 0.704)
H (0.342, 4.441, 1.523)
C (-4.393, -1.050, -4.492)
C (-2.899, -1.050, -4.783)
N (-2.118, -1.747, -3.773)
C (-1.857, -1.217, -2.555)
S (-1.153, -2.302, -1.390)
N (-2.177, 0.034, -2.368)
N (-1.828, 0.511, -1.141)
C (-2.404, 1.598, -0.773)
C (-3.462, 2.300, -1.560)
C (-2.024, 2.128, 0.544)
C (-2.634, 3.266, 1.060)
C (-2.312, 3.702, 2.329)
C (-1.383, 2.984, 3.064)
C (-0.798, 1.877, 2.483)
N (-1.093, 1.457, 1.247)
H (-4.932, -0.503, -5.266)
H (-4.590, -0.575, -3.531)
H (-4.784, -2.068, -4.459)
H (-2.525, -0.028, -4.842)
H (-2.691, -1.533, -5.739)
H (-2.017, -2.746, -3.844)
H (-3.574, 1.828, -2.530)
H (-3.203, 3.352, -1.694)
H (-4.412, 2.241, -1.024)
H (-3.373, 3.788, 0.473)
H (-2.789, 4.580, 2.743)
H (-1.110, 3.262, 4.072)
H (-0.082, 1.291, 3.041)
C (-1.726, -3.184, 5.430)
C (-1.783, -1.912, 4.876)
C (-1.267, -1.665, 3.618)
C (-0.695, -2.681, 2.838)
C (-0.613, -3.950, 3.427)
C (-1.123, -4.191, 4.695)
N (-0.122, -2.380, 1.587)
C (0.532, -3.453, 0.918)
C (-0.166, -4.595, 0.509)
C (0.487, -5.620, -0.148)
C (1.850, -5.529, -0.421)
C (2.546, -4.395, -0.041)
C (1.890, -3.361, 0.621)
H (-2.132, -3.380, 6.414)
H (-2.231, -1.096, 5.429)
H (-1.304, -0.652, 3.245)
H (-0.128, -4.762, 2.907)
H (-1.039, -5.188, 5.109)
H (-1.229, -4.654, 0.708)
H (-0.069, -6.495, -0.459)
H (2.358, -6.335, -0.935)
H (3.601, -4.301, -0.265)
H (2.434, -2.467, 0.903)
S (-4.948, -0.041, 1.964)
C (-3.497, -0.536, 1.471)
N (-2.434, -0.843, 1.083)

Atomic forces in eV per Å
-0.2 -0.6 0.2
0.0 0.0 0.0
0.0 0.0 0.0
0.0 0.0 0.0
0.0 0.0 0.0
0.0 0.0 0.0
0.1 -0.1 0.1
-0.1 0.0 -0.1
-0.1 0.1 0.0
0.0 0.0 0.0
-0.1 0.2 -0.2
0.0 0.0 0.0
0.0 0.0 0.0
0.0 0.0 0.0
0.0 0.0 0.0
0.0 0.0 0.0
0.0 0.0 0.0
0.1 0.0 0.0
0.1 0.0 -0.1
0.0 0.0 0.0
0.1 0.0 0.0
-0.1 0.0 0.0
0.0 0.0 0.0
0.0 0.0 0.0
0.0 0.0 0.0
0.0 0.0 0.0
0.0 0.0 0.0
0.0 0.0 0.0
0.0 0.0 0.0
0.0 0.0 0.0
0.0 0.0 0.0
0.0 -0.1 -0.1
0.0 0.0 0.0
0.0 0.0 0.0
0.0 0.0 0.0
0.0 0.0 0.0
0.0 0.0 0.0
0.0 0.0 0.0
0.0 0.0 0.0
0.0 0.0 0.0
0.0 0.0 0.0
0.0 0.0 0.0
0.0 0.0 0.0
0.0 0.0 0.0
0.1 0.0 0.0
0.0 0.0 0.0
0.0 0.0 0.0
0.0 0.0 0.0
0.0 0.0 0.0
-0.1 0.1 0.0
0.0 -0.1 0.0
0.2 0.1 0.0
0.0 0.1 0.0
0.0 0.0 0.0
0.0 0.1 0.0
0.0 0.0 0.0
0.0 0.0 0.0
0.0 0.0 0.0
-0.1 0.0 0.0
0.0 0.0 0.0
0.0 0.0 0.0
0.0 0.0 0.0
0.0 0.0 0.0
0.0 0.0 0.0
0.0 0.0 0.0
0.0 0.0 0.0
0.0 0.0 0.0
0.0 0.0 0.0
0.0 0.0 0.0
0.0 0.0 0.0
0.0 0.0 0.0
0.0 0.0 0.0
0.0 0.0 0.0
0.0 0.0 0.0
0.0 0.0 0.0
-0.1 0.0 0.0
0.1 0.0 0.0
0.0 0.0 0.0
0.0 0.0 0.0
-0.1 0.2 0.0
0.1 0.0 -0.1
0.0 0.0 0.0
0.0 0.0 0.0
0.0 0.0 0.0
0.0 0.0 0.0
0.0 0.0 0.1
0.0 0.0 0.0
0.0 0.0 0.0
0.0 0.0 -0.1
0.0 0.0 0.0
0.0 0.0 0.0
0.0 0.0 0.0
0.0 0.0 0.0
0.0 0.0 0.0
0.0 0.0 0.0
0.0 0.0 0.0
0.0 0.0 0.0
-0.1 0.0 -0.1
0.2 -0.1 0.2